2 unconnected molecules or ions with the total composition C9H14O in a non-equilibrium geometry. Source: OMol25; level of theory: the ωB97M-V functional and the def2-TZVPD basis.

Cartesian coordinates (Å):
C1 0.194 2.468 -1.657
C2 -0.657 3.099 -2.770
H1 1.158 2.886 -1.626
H2 -0.013 2.669 -0.715
H3 0.002 1.356 -1.615
H4 -1.514 2.400 -2.981
H5 -0.121 3.166 -3.637
H6 -1.041 4.061 -2.442
C3 1.255 -1.896 -1.635
C4 0.701 -1.305 -0.428
C5 1.482 -0.675 0.468
C6 -0.762 -1.323 -0.285
C7 0.856 -0.196 1.630
C8 -1.393 -0.851 0.823
C9 -0.584 -0.358 1.841
O1 -1.105 -0.163 3.115
H7 2.403 -1.694 -1.804
H8 0.628 -1.625 -2.467
H9 2.591 -0.721 0.206
H10 -1.302 -1.626 -1.159
H11 1.394 0.300 2.455
H12 -2.477 -0.644 0.842
H13 -0.360 -0.027 3.698
H14 0.937 -2.973 -1.604

Forces on atoms 1 to 6 (eV/Å):
C -0.757 -2.171 -3.359
C -2.134 -1.380 2.824
H 1.971 -0.469 -0.864
H -2.343 1.604 4.464
H 1.361 0.873 -0.609
H 0.578 0.930 0.186

Results
Relative energy (zero: lowest compared OMol25 entry of this formula, charge and spin) ... 45.96 kcal per mole
LUMO energy ... 0.0327 hartree

2 unconnected molecules or ions with the total composition C9H14O in a non-equilibrium geometry. Source: OMol25; level of theory: the ωB97M-V functional and the def2-TZVPD basis.

Cartesian coordinates (Å):
C1 1.749 1.228 -0.947
C2 1.927 -0.333 2.517
C3 1.126 -1.440 2.339
C4 2.170 0.525 1.438
C5 1.479 0.363 0.253
C6 0.460 -1.627 1.128
C7 0.624 -0.733 0.091
O1 0.930 -2.272 3.420
H1 2.437 -0.131 3.452
H2 3.011 1.205 1.493
H3 -0.165 -2.510 1.070
H4 1.010 -3.196 3.177
H5 2.211 2.201 -0.790
H6 0.816 1.436 -1.489
H7 0.275 -0.945 -0.910
H8 2.268 0.624 -1.707
C8 -2.490 0.235 -2.336
C9 -3.120 1.142 -1.285
H9 -1.728 -0.438 -1.939
H10 -3.206 -0.317 -2.940
H11 -1.901 0.822 -3.043
H12 -3.096 2.191 -1.588
H13 -2.615 1.058 -0.322
H14 -4.172 0.912 -1.085

Forces on atoms 1 to 6 (eV/Å):
C -0.741 -0.402 -1.139
C 0.651 0.444 -0.330
C -0.397 0.387 0.260
C -0.204 -0.580 0.282
C 0.281 0.137 -0.483
C -0.026 -0.479 0.387

Results
Relative energy (zero: lowest compared OMol25 entry of this formula, charge and spin) ... 12.66 kcal per mole
LUMO energy ... 0.0323 hartree

no.,HOMO energy (eV),HOMO-LUMO gap (eV)
1,-8.08,8.97
2,-8.56,9.44